Entry 1:
A molecular structure, C23H42BF4N4O15Ti in a non-equilibrium geometry. Source: OMol25; level of theory: wB97M-V/def2-TZVPD.

CARTESIAN COORDINATES (ANGSTROEM)
Ti 1.953 0.334 -2.777
B 0.652 0.340 -0.273
F -0.413 -0.205 0.305
F 1.487 -0.646 -0.643
F 0.404 1.062 -1.455
F 1.320 1.161 0.606
C -3.480 0.260 1.154
O -3.874 0.234 -0.239
C -4.568 1.213 -0.800
O -5.057 2.213 -0.205
O -4.757 0.926 -2.094
C -5.594 1.717 -2.863
H -2.684 0.962 1.401
H -3.127 -0.716 1.485
H -4.281 0.394 1.881
H -6.606 1.863 -2.485
H -5.744 1.361 -3.882
H -5.174 2.722 -2.908
C -2.130 -5.741 -3.848
O -1.698 -4.641 -3.085
C -1.542 -4.871 -1.767
O -1.746 -5.921 -1.199
O -1.290 -3.750 -1.192
C -1.085 -3.559 0.183
H -1.392 -6.543 -3.848
H -2.459 -5.388 -4.825
H -3.097 -6.079 -3.474
H -0.817 -2.533 0.436
H -0.232 -4.149 0.518
H -1.925 -3.876 0.800
C 2.632 -1.516 1.952
O 3.585 -2.414 2.445
C 3.526 -3.765 2.256
O 2.727 -4.461 1.593
O 4.482 -4.323 3.049
C 4.811 -5.721 3.038
H 2.688 -0.623 2.575
H 1.636 -1.954 2.022
H 2.905 -1.160 0.959
H 5.326 -6.183 3.880
H 5.498 -5.885 2.208
H 3.906 -6.267 2.771
C -0.836 3.842 -0.187
O -1.130 3.650 1.273
C -2.349 3.572 1.737
O -3.408 3.725 1.085
O -2.321 3.226 3.111
C -1.120 3.041 3.871
H 0.201 3.751 -0.511
H -1.206 4.833 -0.452
H -1.444 3.089 -0.688
H -1.490 2.593 4.793
H -0.685 3.964 4.254
H -0.421 2.392 3.344
C 1.556 5.667 -4.124
O 2.549 5.383 -3.100
C 2.679 4.098 -2.741
O 2.095 3.104 -3.173
O 3.436 4.101 -1.686
C 3.726 2.901 -1.025
H 0.649 5.114 -3.880
H 1.892 5.509 -5.149
H 1.292 6.723 -4.081
H 3.171 2.600 -0.136
H 4.806 2.939 -0.887
H 3.572 2.002 -1.622
C 2.951 -3.371 -1.442
C 2.840 -4.809 -1.754
N 2.877 -5.952 -1.957
H 3.378 -2.991 -2.370
H 3.694 -3.206 -0.661
H 1.990 -2.966 -1.127
C 1.830 3.874 2.541
C 1.969 4.254 3.973
N 2.026 4.593 5.073
H 1.035 3.155 2.343
H 2.815 3.533 2.220
H 1.540 4.735 1.940
C -1.887 -0.602 -2.619
C -2.868 -1.218 -3.539
N -3.603 -1.660 -4.333
H -1.760 -1.146 -1.683
H -2.202 0.421 -2.411
H -0.894 -0.441 -3.038
C -0.853 -0.430 3.715
C -1.116 -0.049 5.130
N -1.516 0.240 6.175
H 0.187 -0.754 3.679
H -0.935 0.388 3.000
H -1.477 -1.287 3.462

Computed properties:
* HOMO-LUMO gap (spin up / spin down): 6.77 / 8.69 eV
* 2S+1: 4
* <S²>: 3.751

Entry 2:
12 unconnected molecules or ions with the total composition H24O12 in a non-equilibrium geometry. Source: OMol25; level of theory: wB97M-V/def2-TZVPD.

CARTESIAN COORDINATES (ANGSTROEM)
O -16.941 30.067 7.290
H -16.322 30.652 6.888
H -17.277 29.456 6.742
O -18.385 28.959 3.468
H -17.434 28.789 3.775
H -18.674 29.531 4.273
O -19.520 26.888 3.473
H -18.960 27.505 3.738
H -19.110 26.249 2.909
O -21.611 28.553 3.091
H -20.724 28.361 3.110
H -22.319 28.269 3.791
O -16.755 25.763 2.199
H -17.009 26.104 3.063
H -15.870 26.099 1.860
O -15.509 28.786 2.021
H -15.125 29.505 2.570
H -14.875 28.651 1.396
O -18.023 27.703 0.563
H -17.407 27.132 1.030
H -17.724 28.560 0.770
O -16.519 26.226 4.629
H -15.484 26.134 4.517
H -16.919 25.266 4.581
O -21.621 30.947 4.184
H -21.674 30.128 3.721
H -20.584 30.691 4.290
O -18.880 31.263 5.370
H -19.285 32.126 5.625
H -18.470 30.761 6.128
O -18.589 30.452 1.435
H -19.452 30.738 1.716
H -18.390 29.786 2.103
O -17.187 31.886 3.441
H -17.646 31.582 2.618
H -17.901 31.635 4.100

Computed properties:
* HOMO-LUMO gap: 9.84 eV
* SMILES: O.O.O.O.O.O.O.O.O.O.O.O
* energy above the lowest of the compared OMol25 structures with the same formula, charge and spin: 112.0 kcal per mole

Entry 3:
A single C5H12N4O molecule in a non-equilibrium geometry. Source: OMol25; level of theory: wB97M-V/def2-TZVPD.

CARTESIAN COORDINATES (ANGSTROEM)
C 0.243 1.170 -2.062
N 0.254 1.724 -0.907
C 0.876 0.984 0.202
N 2.334 1.052 0.059
C 0.294 -0.505 0.446
N 0.693 -1.029 1.752
O 0.915 -1.390 -0.474
C -1.257 -0.588 0.352
C -1.877 -1.374 -0.546
N -2.006 0.134 1.284
H 0.689 0.190 -2.296
H -0.227 1.697 -2.908
H 0.629 1.560 1.103
H 2.547 2.011 -0.208
H 2.590 0.471 -0.735
H 0.206 -1.918 1.859
H 0.258 -0.424 2.449
H 1.732 -1.598 0.015
H -1.314 -1.973 -1.255
H -2.957 -1.460 -0.586
H -2.990 0.195 1.027
H -1.629 1.071 1.429

Computed properties:
* HOMO-LUMO gap: 9.42 eV
* SMILES: C=N[C@H](N)[C@](N)(O)C(=C)N
* energy above the lowest of the compared OMol25 structures with the same formula, charge and spin: 31.7 kcal per mole

Entry 4:
A molecular structure, C21H30Cl3N2OSSi3Zr. Source: OMol25; level of theory: wB97M-V/def2-TZVPD.

CARTESIAN COORDINATES (ANGSTROEM)
Zr 1.114 -0.374 -0.288
Cl 7.028 4.131 -0.846
C 5.512 3.343 -0.599
C 5.385 2.001 -0.925
C 4.156 1.414 -0.709
Cl 3.879 -0.273 -1.069
C 3.054 2.091 -0.195
O 1.894 1.451 -0.040
C 3.226 3.440 0.117
Cl 1.891 4.321 0.754
C 4.446 4.063 -0.083
H 6.216 1.442 -1.329
H 4.562 5.108 0.162
C -1.469 -0.864 -3.568
Si -1.735 -1.659 -1.886
C -0.897 -3.331 -2.022
C -3.570 -1.962 -1.619
C -1.046 -0.547 -0.479
Si -1.500 1.266 -0.817
C -3.239 1.560 -1.446
C -1.283 2.366 0.688
C -0.243 1.843 -2.129
Si -1.610 -1.209 1.188
C -1.610 -3.071 1.374
C -3.249 -0.544 1.791
C -0.239 -0.695 2.429
C -0.428 -0.593 3.801
C 0.644 -0.334 4.638
C 1.913 -0.181 4.094
C 2.053 -0.271 2.727
N 1.006 -0.514 1.925
H -1.865 -1.557 -4.315
H -0.409 -0.730 -3.803
H -1.968 0.091 -3.720
H -1.465 -3.895 -2.767
H -0.888 -3.916 -1.104
H 0.130 -3.262 -2.384
H -3.962 -2.522 -2.471
H -4.152 -1.045 -1.532
H -3.761 -2.568 -0.732
H -3.980 1.290 -0.691
H -3.485 1.036 -2.367
H -3.348 2.632 -1.635
H -2.076 2.222 1.422
H -1.347 3.403 0.347
H -0.320 2.263 1.193
H -0.746 2.017 -3.082
H 0.550 1.122 -2.400
H 0.270 2.756 -1.827
H -2.363 -3.559 0.756
H -1.840 -3.309 2.416
H -0.637 -3.508 1.141
H -4.027 -0.799 1.069
H -3.271 0.533 1.945
H -3.523 -1.025 2.734
H -1.422 -0.719 4.211
H 0.498 -0.253 5.707
H 2.776 0.013 4.713
H 3.015 -0.137 2.245
S 3.539 -4.403 -0.096
C 2.507 -3.241 -0.247
N 1.709 -2.349 -0.369

Computed properties:
* HOMO-LUMO gap: 7.70 eV
* energy above the lowest of the compared OMol25 structures with the same formula, charge and spin: 10.8 kcal per mole
* net charge: +1

Entry 5:
A molecular structure, C43H22CrF6N9O5 in a non-equilibrium geometry. Source: OMol25; level of theory: wB97M-V/def2-TZVPD.

CARTESIAN COORDINATES (ANGSTROEM)
Cr -0.084 -0.460 -0.177
C 3.683 -0.120 5.129
C 3.858 1.209 4.733
C 3.331 1.672 3.539
C 2.627 0.775 2.752
C 1.921 0.922 1.490
N 1.348 -0.264 1.158
C 1.655 -1.190 2.104
N 1.348 -2.474 2.077
C 0.551 -3.012 1.170
C 0.347 -4.446 1.027
C 0.923 -5.535 1.663
C 0.566 -6.801 1.230
C -0.342 -6.969 0.180
C -0.943 -5.883 -0.436
C -0.593 -4.614 -0.001
C -0.966 -3.272 -0.427
N -1.930 -3.012 -1.288
C -2.240 -1.790 -1.696
N -1.534 -0.651 -1.482
C -2.088 0.369 -2.182
N -1.561 1.569 -2.379
C -0.473 1.993 -1.768
N 0.202 1.378 -0.764
C 1.169 2.203 -0.297
N 1.917 2.033 0.778
C 1.194 3.411 -1.107
C 2.003 4.535 -1.081
C 1.761 5.526 -2.019
C 0.732 5.396 -2.954
C -0.090 4.280 -2.968
C 0.154 3.281 -2.039
C -3.308 -0.104 -2.813
C -4.305 0.533 -3.539
C -5.386 -0.221 -3.963
C -5.461 -1.592 -3.691
C -4.464 -2.234 -2.976
C -3.393 -1.477 -2.521
N -0.229 -2.368 0.271
C 2.458 -0.562 3.143
C 2.991 -1.021 4.338
H 4.094 -0.446 6.077
H 4.410 1.886 5.373
H 3.457 2.700 3.225
H 1.635 -5.375 2.463
H 0.996 -7.676 1.703
H -0.572 -7.972 -0.161
H -1.649 -6.018 -1.245
H 2.788 4.620 -0.340
H 2.384 6.413 -2.031
H 0.568 6.188 -3.675
H -0.908 4.182 -3.670
H -4.234 1.594 -3.744
H -6.187 0.253 -4.517
H -6.323 -2.149 -4.036
H -4.505 -3.294 -2.761
H 2.841 -2.048 4.645
O -2.721 3.758 6.229
C -2.781 4.503 5.234
O -3.116 5.703 5.140
C -2.375 3.837 3.874
C -2.227 4.630 2.746
C -1.907 4.030 1.539
N -1.731 2.718 1.398
C -1.851 1.955 2.480
C -2.174 2.471 3.737
C -1.653 0.444 2.337
O -1.867 -0.260 3.311
O -1.306 -0.047 1.184
H -2.384 5.697 2.831
H -1.780 4.623 0.636
H -2.268 1.801 4.579
C 2.461 -0.210 -3.465
C 2.178 -1.275 -2.386
O 1.071 -1.045 -1.677
C 3.417 -1.356 -1.453
F 3.530 -0.224 -0.739
F 3.353 -2.379 -0.585
F 4.593 -1.493 -2.126
C 2.011 -2.644 -3.110
F 1.040 -2.555 -4.042
F 3.132 -3.048 -3.773
F 1.677 -3.643 -2.283
H 2.806 0.705 -2.984
H 1.520 -0.009 -3.973
H 3.209 -0.557 -4.178

Computed properties:
* HOMO-LUMO gap (spin up / spin down): 5.06 / 4.88 eV
* 2S+1: 4
* <S²>: 3.856
* net charge: -2

Entry 6:
3 unconnected molecules or ions with the total composition C26H57FN9O4P2 in a non-equilibrium geometry. Source: OMol25; level of theory: wB97M-V/def2-TZVPD.

CARTESIAN COORDINATES (ANGSTROEM)
C 5.362 2.156 -1.631
C 4.211 3.200 -1.956
O 3.110 2.507 -2.606
C 2.599 3.273 -3.663
O 3.252 3.378 -4.660
C 1.224 3.978 -3.497
C 0.025 3.161 -4.156
C -0.767 2.332 -3.054
C -2.223 2.793 -2.805
C -3.329 1.830 -2.946
N -4.582 2.263 -2.680
C -5.648 1.217 -2.810
C -5.206 -0.146 -2.166
F -6.314 -0.862 -1.723
N -4.993 3.438 -2.302
C -4.053 4.381 -2.190
C -2.599 4.174 -2.424
C -1.551 5.299 -2.284
C -2.196 6.731 -2.175
N -2.394 7.317 -1.070
H 6.378 2.606 -1.785
H 5.232 1.238 -2.261
H 5.291 1.848 -0.556
H 4.645 3.998 -2.607
H 3.894 3.676 -0.994
H 1.042 4.224 -2.423
H 1.280 4.957 -4.045
H 0.443 2.407 -4.875
H -0.672 3.819 -4.725
H -0.716 1.235 -3.275
H -0.216 2.469 -2.080
H -3.056 0.802 -3.263
H -6.536 1.569 -2.217
H -6.016 1.126 -3.861
H -4.401 -0.037 -1.395
H -4.738 -0.746 -2.998
H -4.344 5.408 -1.867
H -0.981 5.320 -3.254
H -0.817 5.113 -1.458
H -2.466 7.214 -3.158
H -2.796 8.251 -1.234
O -2.124 -1.742 -1.839
P -0.842 -2.477 -2.262
N -1.616 -3.994 -2.516
C -1.052 -5.311 -2.280
C -2.391 -4.038 -3.757
N -0.157 -2.380 -0.654
C -0.417 -3.415 0.343
C -0.385 -1.088 0.005
N 0.697 -3.152 -2.871
C 1.867 -3.467 -2.063
C 1.145 -2.324 -4.015
H -0.325 -5.606 -3.047
H -1.849 -6.060 -2.276
H -0.576 -5.404 -1.308
H -1.733 -4.113 -4.634
H -2.997 -3.133 -3.867
H -3.081 -4.883 -3.765
H -1.479 -3.687 0.393
H -0.100 -3.099 1.340
H 0.179 -4.308 0.157
H -1.385 -1.027 0.451
H -0.277 -0.260 -0.702
H 0.349 -0.931 0.799
H 2.231 -2.618 -1.481
H 2.688 -3.795 -2.710
H 1.680 -4.312 -1.404
H 1.489 -1.339 -3.682
H 0.317 -2.174 -4.719
H 1.947 -2.810 -4.573
O 1.710 -2.262 3.552
P 1.705 -1.265 4.714
N 2.930 -2.075 5.616
C 3.031 -2.167 7.060
C 4.271 -1.867 5.068
N 0.103 -1.754 5.235
C -0.086 -2.847 6.182
C -0.823 -1.987 4.122
N 1.689 0.058 5.915
C 0.630 0.317 6.880
C 1.977 1.326 5.207
H 3.375 -1.232 7.523
H 3.744 -2.950 7.333
H 2.100 -2.459 7.537
H 4.637 -0.855 5.289
H 4.269 -1.997 3.982
H 4.982 -2.591 5.472
H 0.519 -3.727 5.930
H -1.133 -3.156 6.227
H 0.136 -2.536 7.203
H -0.684 -2.979 3.680
H -0.687 -1.242 3.335
H -1.860 -1.910 4.461
H -0.352 0.444 6.420
H 0.851 1.235 7.436
H 0.585 -0.461 7.640
H 1.135 1.631 4.577
H 2.857 1.207 4.563
H 2.207 2.133 5.907

Computed properties:
* HOMO-LUMO gap: 5.17 eV
* energy above the lowest of the compared OMol25 structures with the same formula, charge and spin: 143.3 kcal per mole
* net charge: +1

Entry 7:
5 unconnected molecules or ions with the total composition C30H40FN5S in a non-equilibrium geometry. Source: OMol25; level of theory: wB97M-V/def2-TZVPD.

CARTESIAN COORDINATES (ANGSTROEM)
F 8.311 0.958 -0.159
C 6.913 1.251 -0.270
C 6.713 2.738 0.180
C 5.257 3.110 0.607
C 4.738 4.491 0.498
C 3.375 4.863 0.913
C 2.446 3.832 1.424
C 2.981 2.452 1.500
C 4.340 2.084 1.113
S 1.769 1.209 2.095
C 0.260 1.789 1.224
C -0.683 0.864 0.612
C -1.840 1.468 -0.096
C -1.976 2.927 -0.162
C -1.026 3.856 0.481
C 0.114 3.263 1.181
N 1.092 4.110 1.825
H 6.397 0.492 0.368
H 6.580 1.109 -1.331
H 7.375 2.898 1.098
H 7.039 3.452 -0.630
H 5.378 5.322 0.107
H 3.016 5.922 0.826
H 4.611 1.003 1.229
H -0.534 -0.245 0.676
H -2.557 0.775 -0.593
H -2.822 3.413 -0.716
H -1.122 4.968 0.445
H 0.854 5.098 1.749
C 0.303 0.791 -5.622
C 0.984 0.960 -4.269
C 0.696 -0.192 -3.304
C -0.721 -0.276 -2.948
N -1.834 -0.342 -2.672
H -0.785 0.781 -5.525
H 0.568 1.618 -6.284
H 0.613 -0.140 -6.103
H 0.671 1.909 -3.825
H 2.064 1.022 -4.426
H 1.282 -0.047 -2.393
H 1.022 -1.138 -3.744
C -4.772 -1.809 -2.420
C -4.898 -3.254 -1.950
C -6.348 -3.741 -1.882
C -7.133 -3.007 -0.889
N -7.750 -2.424 -0.113
H -5.260 -1.119 -1.728
H -3.721 -1.524 -2.486
H -5.221 -1.679 -3.409
H -4.421 -3.357 -0.972
H -4.347 -3.896 -2.643
H -6.353 -4.803 -1.624
H -6.817 -3.651 -2.865
C 6.728 4.791 6.273
C 6.004 3.872 5.297
C 6.943 3.213 4.284
C 7.579 4.191 3.400
N 8.080 4.963 2.711
H 7.204 5.628 5.757
H 6.021 5.206 6.994
H 7.497 4.247 6.827
H 5.228 4.438 4.775
H 5.498 3.086 5.864
H 6.371 2.506 3.676
H 7.710 2.635 4.806
C -8.023 -7.538 0.957
C -8.763 -8.450 -0.014
C -7.834 -9.141 -1.016
C -7.171 -8.187 -1.906
N -6.645 -7.434 -2.596
H -7.524 -6.718 0.436
H -8.723 -7.099 1.670
H -7.270 -8.095 1.520
H -9.523 -7.870 -0.545
H -9.291 -9.217 0.558
H -8.419 -9.840 -1.620
H -7.085 -9.732 -0.484

Computed properties:
* HOMO-LUMO gap: 8.32 eV
* SMILES: FCCc1ccc2c(c1)Sc1ccccc1N2.CCCC#N.CCCC#N.CCCC#N.CCCC#N